ORCA calculation (ωB97M-V/def2-TZVPD) on a molecular structure, C22H38O3P2PdS in a non-equilibrium geometry.

Last column: Mulliken charge in e.
Positions of all 67 atoms, in Å:
1 H -1.3730 -0.5201 1.9935  0.249
2 H 1.0875 3.4342 -1.9635  0.193
3 O -0.4008 -2.2862 -0.9419  -0.488
4 H 5.1544 5.5375 -3.9268  0.434
5 C 5.4259 4.5021 -4.1879  -1.100
6 H 6.9592 3.0573 -3.6075  0.435
7 C -3.7746 -4.3087 0.8321  -0.564
8 H 5.8427 4.4991 -5.2064  0.472
9 C 0.0861 1.5543 -1.6277  -0.439
10 C -3.7922 -2.9791 0.3389  0.030
11 C 2.0569 2.4486 -0.2794  0.157
12 H 1.8568 4.2496 -5.3813  0.386
13 H -2.8016 -4.7324 1.0778  0.384
14 H 2.2415 3.3146 0.3729  0.596
15 C 5.8238 4.8777 -0.6297  -1.409
16 H -4.9133 -5.9773 1.4884  0.320
17 H -8.3151 -4.3474 1.1470  0.335
18 C -4.9649 -4.9569 1.0984  -0.379
19 H 5.5816 4.6553 0.4172  0.372
20 H 6.7244 2.0683 0.0852  0.393
21 H -0.1563 -1.8109 1.6871  0.269
22 H 6.8665 5.2137 -0.7066  0.409
23 H 0.0648 -0.2641 -2.7112  0.686
24 H -7.4153 -5.0409 2.4965  0.298
25 P 3.8383 3.5111 -4.2137  0.794
26 H 4.6590 3.0144 -6.4643  0.427
27 O -2.6531 -2.2878 0.3477  -0.265
28 H -7.1757 -2.6329 -0.0693  0.259
29 C 2.2856 -0.0615 0.2928  -0.390
30 C 4.2631 2.4143 -5.6340  -1.423
31 P 5.5840 3.3417 -1.6206  0.807
32 H 2.2975 -0.5139 -3.0972  0.551
33 C 2.8406 -0.5070 -1.0252  -0.656
34 C 0.8080 2.7671 -1.1328  -0.732
35 H 2.9498 2.3606 -0.9136  -0.702
36 C -5.0312 -2.3973 -0.0468  -0.374
37 H 3.9271 -0.3385 -1.0681  0.349
38 H 7.9025 2.9625 -0.9313  0.389
39 H -7.5648 -5.9602 0.9989  0.312
40 S -1.7774 -1.9036 -1.3272  0.508
41 H 7.1188 1.4689 -1.5496  0.351
42 C 6.4313 3.9267 -3.1839  -1.083
43 C 6.9803 2.3681 -0.9377  -1.384
44 H 2.6734 1.0979 -2.4975  -0.517
45 C 2.8084 4.7278 -5.1213  -1.407
46 H -5.0316 -1.3856 -0.4460  0.414
47 C -6.2126 -3.0822 0.2024  -0.471
48 C 0.6917 0.3869 -2.0968  -0.263
49 H 7.1793 4.6826 -2.9009  0.468
50 H 5.0075 1.6715 -5.3212  0.336
51 C 1.9094 1.2458 0.6113  -0.430
52 H 2.6909 -1.5957 -1.0948  0.437
53 Pd 0.0997 0.1196 0.0193  0.127
54 H 1.7120 1.4471 1.6714  0.418
55 C -0.3155 -0.7292 1.7867  -1.019
56 H -0.9613 1.6944 -1.9090  0.665
57 O -2.0033 -0.4359 -1.2638  -0.446
58 H 3.3516 1.8936 -5.9540  0.369
59 C 2.1601 0.1628 -2.2411  -0.325
60 H 0.1031 3.3303 -0.5030  0.428
61 C -7.4429 -4.9499 1.4023  -1.353
62 H 2.6104 5.5848 -4.4669  0.363
63 H 2.3925 -0.7588 1.1309  0.521
64 C -6.1942 -4.3199 0.8703  0.787
65 H 3.3167 5.0637 -6.0337  0.388
66 H 5.1495 5.6634 -0.9926  0.336
67 H 0.3629 -0.2893 2.5344  0.396

Forces on the atoms, in the same order (eV/Å):
0.271 -0.084 0.001
-0.040 -0.211 0.127
-0.112 0.693 -0.075
0.124 -0.272 -0.036
-0.218 -0.124 0.053
-0.155 0.251 0.058
-0.006 1.014 -0.247
-0.093 0.219 0.241
0.276 -0.327 -1.484
-1.202 -0.632 0.115
0.278 0.524 -0.171
0.123 0.206 -0.015
-0.248 -0.020 -0.100
0.022 -0.179 -0.188
-0.105 -0.064 0.081
-0.262 0.341 0.085
-0.067 -0.130 -0.031
0.006 0.110 -0.132
0.042 0.191 -0.179
0.172 -0.020 -0.166
-0.054 0.342 -0.145
-0.235 0.034 0.106
0.071 0.109 0.561
0.057 0.063 -0.219
0.043 0.244 -0.458
-0.073 -0.233 0.089
1.317 0.479 -1.416
0.368 -0.131 0.223
0.901 1.532 0.907
-0.112 -0.071 0.059
0.561 0.108 0.046
0.044 0.240 0.183
-0.187 -0.390 -0.276
0.057 0.374 0.540
-0.282 -0.049 0.180
0.970 -0.420 0.308
-0.199 0.025 0.075
-0.048 -0.218 0.055
-0.163 0.076 0.047
-1.276 -0.291 1.662
0.042 0.130 0.189
-0.133 -0.109 0.183
0.072 0.021 0.096
-0.136 -0.138 0.057
-0.052 -0.006 -0.102
0.015 -0.188 -0.024
-0.081 -0.420 0.478
-0.871 1.323 -0.694
-0.018 -0.293 -0.167
-0.163 0.106 -0.144
1.171 -1.147 0.179
0.042 0.299 0.022
-1.055 -0.641 -1.458
-0.070 -0.120 -0.383
-0.935 -1.020 2.531
0.243 -0.142 0.280
0.502 -0.543 -0.151
0.270 0.010 -0.006
0.856 -0.243 -0.325
0.145 -0.042 -0.219
-0.273 -0.218 -0.086
-0.036 -0.126 -0.191
-0.204 0.162 -0.323
0.352 0.116 -0.232
-0.192 0.053 0.104
0.160 -0.104 0.145
-0.220 -0.028 -0.223

Values from the calculation:
2S+1: 3
orbital gap (spin up / spin down): 6.99 / 4.72 eV
energy above the lowest of the compared OMol25 structures with the same formula, charge and spin: 0.0 kJ/mol

ORCA calculation (ωB97M-V/def2-TZVPD) on a molecular structure, C22H38O3P2RuS in a non-equilibrium geometry.

Last column: Mulliken charge in e.
Positions of all 67 atoms, in Å:
1 H -1.5004 0.7782 -0.8035  0.464
2 H -3.4218 -3.8750 2.1029  0.473
3 C -2.0171 -0.1945 -0.9461  -1.372
4 H 0.1091 7.2166 2.8189  0.334
5 H -0.0878 4.9030 1.9918  0.429
6 H -2.3366 -2.6020 2.7311  0.397
7 C 1.1442 -1.8795 -1.8591  0.287
8 H -2.9805 -4.6411 -0.6517  0.580
9 H 2.2125 -2.8458 -0.2572  0.533
10 H -0.4596 -4.7894 -0.3082  0.398
11 P -2.6891 -2.5672 0.3290  1.242
12 H -1.3090 -3.1522 -3.9082  0.405
13 C -0.8961 -4.4017 -1.2480  -0.993
14 H -0.4828 -0.8765 2.0306  0.527
15 O 2.0148 3.2457 1.7023  -0.202
16 H -1.7635 -1.0765 -2.9562  0.822
17 H 4.3837 6.9714 2.6625  0.416
18 H 1.6554 1.6812 -2.2739  0.446
19 H -1.0784 -5.3184 -1.8580  0.606
20 C 2.2525 7.2407 2.8203  0.828
21 Ru 0.7874 0.4501 -0.1831  0.274
22 C -1.2516 -1.0294 -1.9936  1.222
23 H 2.6430 -4.3947 -2.6437  0.413
24 H -0.1908 -4.4744 -4.2771  0.445
25 C 0.2049 -0.6709 -2.0467  -1.527
26 C 1.4411 1.9974 -1.2570  -1.294
27 H 1.3260 -5.6167 -2.7950  0.498
28 H -3.0532 -0.0217 -1.2708  0.430
29 C -4.4422 -2.1495 0.0856  -1.434
30 H -2.7743 -3.4209 -1.9339  0.377
31 C 1.6995 -4.7685 -2.1979  -1.456
32 H -2.5585 -0.3687 1.1608  0.834
33 C 0.9091 5.3141 2.1897  -0.154
34 H 1.3858 9.1114 3.3890  0.366
35 H -4.7298 -1.2375 0.6558  0.391
36 H -4.6400 -1.9909 -0.9878  0.452
37 H 2.8273 8.6795 4.3166  0.353
38 H 0.6698 2.7867 -1.2890  0.304
39 C -2.3175 -3.8084 -1.0023  -0.819
40 C 0.3030 -2.2312 0.5651  0.690
41 H 0.4007 -0.0020 -2.8934  0.841
42 O 1.3154 0.9772 1.6823  -0.509
43 H 2.0580 -1.5733 -2.3681  0.572
44 H 4.2267 4.5947 1.9050  0.472
45 C 3.3450 5.1818 2.1157  -0.490
46 H -1.6539 -4.0401 1.9034  0.405
47 H -5.0097 -3.0239 0.4609  0.511
48 C -1.9718 -0.9378 0.4074  -0.050
49 C 2.0724 4.5692 1.9978  0.702
50 H 2.9974 9.2520 2.6603  0.382
51 S 0.5901 2.2819 2.1023  0.488
52 H 0.3289 -2.7914 -4.5308  0.445
53 C 3.4058 6.5075 2.5431  -0.472
54 H -0.3915 -2.8719 0.0301  -1.152
55 C 1.5181 -1.9901 -0.3194  -1.724
56 C -0.2643 -3.4571 -3.9017  -1.458
57 C -2.4882 -3.3388 1.9315  -1.407
58 C 1.0047 6.6276 2.6212  -0.890
59 H 2.1244 -1.1378 0.0857  0.779
60 H 2.3161 2.4072 -0.7948  0.323
61 C -0.5035 -1.0365 0.9415  -1.140
62 H 0.5844 -2.7953 1.4743  0.535
63 O -0.4300 2.6048 1.0670  -0.441
64 H 1.8870 -5.1104 -1.1698  0.455
65 C 2.3693 8.6514 3.3235  -1.384
66 P 0.4168 -3.4747 -2.2569  1.120
67 H -1.2365 -2.0470 -1.6220  -1.896

Forces on the atoms, in the same order (eV/Å):
-0.645 -0.403 -0.175
0.121 -0.211 0.268
-0.635 -0.383 -0.236
0.139 -0.260 -0.149
0.564 -0.017 0.123
-0.016 -0.132 -0.361
-0.267 2.068 2.015
0.492 0.366 -0.409
-0.024 0.185 0.348
-0.062 0.349 -0.494
-1.168 0.848 -0.021
0.066 0.107 -0.023
-0.565 -0.283 -0.012
-0.027 0.110 -0.481
1.031 2.959 0.294
-0.026 0.297 -0.115
-0.222 -0.075 -0.012
0.198 0.099 -0.181
0.294 0.612 0.090
0.111 0.899 0.453
-0.479 -2.078 -1.173
-0.236 0.308 0.579
-0.513 -0.241 0.242
-0.069 -0.061 -0.220
0.303 1.095 0.913
-0.891 1.086 -0.874
0.255 0.219 0.256
0.137 0.125 0.115
-0.329 -0.803 0.185
0.242 -0.214 0.475
0.205 0.118 -0.399
0.088 -0.539 -0.357
-1.659 1.821 0.554
0.041 0.079 0.030
0.348 -0.722 -0.353
-0.023 -0.082 0.465
0.049 -0.114 -0.054
0.270 -0.217 -0.104
-0.410 -0.390 0.225
-0.297 -0.882 0.663
0.349 -0.602 0.006
-0.563 2.409 1.947
0.203 -1.103 -0.509
0.055 0.024 0.043
0.314 1.393 0.516
-0.036 0.014 0.167
-0.147 0.578 -0.384
2.078 0.857 0.145
-0.025 -2.719 -0.717
0.026 -0.091 0.027
-0.837 -1.721 -1.395
-0.122 -0.021 -0.037
1.218 -1.853 -0.724
0.492 -0.221 0.125
0.756 -1.250 -0.733
0.087 -0.049 -0.281
-0.169 -0.218 -0.039
-0.760 -0.915 -0.297
-0.024 -0.405 -0.460
0.748 0.258 0.316
-0.834 2.004 -0.035
0.185 0.155 -0.402
1.326 -0.259 1.533
-0.053 0.200 -0.321
-0.387 -0.321 -0.242
0.181 -1.735 -0.244
-0.453 -0.053 -0.093

Values from the calculation:
2S+1: 5
orbital gap (spin up / spin down): 7.86 / 4.28 eV
charge: +2
energy above the lowest of the compared OMol25 structures with the same formula, charge and spin: 0.0 kJ/mol